Record 1
107
Properties=species:S:1:pos:R:3 method="wB97M-V/def2-TZVPD" orbital_gap_ev=6.95 e_lumo_ev=-3.99 charge=+1
C 4.6356 -2.6865 2.8952
C 3.3174 -2.8017 1.8695
C 2.7284 -1.2685 1.5238
C 2.5690 -0.5580 2.9717
C 1.5025 -1.4483 0.5225
C 1.8004 -2.4217 -0.8108
I 0.4217 -4.0299 -1.5379
C 3.0123 -2.3792 -1.6646
C 4.2696 -1.4076 -1.4103
I 3.2788 -3.7149 -3.4434
C 0.2773 -2.3452 1.2444
O -0.2192 -1.7870 2.4975
C -0.7105 -0.4217 2.3082
C -0.3465 0.3395 0.9254
S -1.9801 0.1102 -0.0958
C -0.4515 1.9388 1.1954
C 0.3951 2.6115 2.3925
C 0.2184 4.2674 2.2431
F 1.3275 5.1921 2.6114
C -1.0276 4.9119 1.6937
F -0.9095 6.0058 0.6731
F -2.4019 4.5371 2.1031
N 0.7350 -0.1960 0.0394
C 1.5686 0.8080 -0.7297
C 2.6484 1.7174 0.0199
O 2.4742 3.0699 -0.0185
H 5.4528 -3.4618 2.4995
H 4.3846 -3.0244 3.9898
H 5.1546 -1.6295 2.8299
H 3.7332 -3.3538 0.9267
H 2.5288 -3.4423 2.4904
H 3.6988 -0.7081 1.1053
H 1.8401 0.3463 3.0463
H 3.6123 -0.1529 3.3903
H 2.1870 -1.3769 3.7335
H 4.0811 -0.2737 -1.2492
H 4.8184 -1.7911 -0.4201
H 5.0727 -1.5007 -2.2589
H -0.7122 -2.3637 0.5752
H 0.6109 -3.4543 1.4631
H -0.3735 0.1452 3.3064
H -1.8974 -0.4930 2.4379
H -3.0472 0.5265 0.7539
H -0.3065 2.6297 0.2327
H -1.5960 2.1408 1.4884
H -0.1065 2.3463 3.4321
H 1.5360 2.4119 2.4474
H 0.2119 -0.6596 -0.7822
H 2.0164 0.2110 -1.6637
H 0.7830 1.5331 -1.2671
H 3.6505 1.3926 0.5734
C -2.7800 3.7747 -4.2585
C -2.6040 2.4992 -3.9083
C -1.2525 1.8737 -3.9177
O -1.1194 0.7049 -3.5726
C -0.1145 2.6983 -4.3531
C -0.2913 3.9729 -4.7066
C -1.6383 4.6057 -4.6706
O -1.7664 5.7846 -4.9837
O 0.7734 4.7528 -5.1194
O -3.6727 1.7111 -3.5223
H -3.7564 4.2427 -4.2541
H 0.8594 2.2262 -4.3724
H 0.3892 5.6343 -5.3187
H -3.2875 0.8314 -3.3173
C -4.3636 -6.9236 -0.4694
C -3.4146 -5.9864 -0.5112
C -2.9299 -5.3204 0.7294
O -2.0434 -4.4763 0.6616
C -3.5498 -5.7070 2.0064
C -4.5012 -6.6418 2.0476
C -4.9660 -7.3271 0.8105
O -5.8292 -8.1954 0.8824
O -5.0900 -7.0081 3.2440
O -2.8455 -5.6001 -1.7108
H -4.7236 -7.4174 -1.3632
H -3.2008 -5.2025 2.8983
H -5.7454 -7.7013 3.0107
H -2.1859 -4.9113 -1.4767
C 3.0208 -5.0686 8.7100
C 3.1667 -4.6277 7.4590
C 4.3378 -3.7974 7.0630
O 4.4545 -3.4227 5.9015
C 5.3204 -3.4518 8.1020
C 5.1726 -3.8900 9.3537
C 4.0162 -4.7429 9.7429
O 3.9171 -5.1457 10.8971
O 6.0908 -3.5667 10.3358
O 2.2338 -4.9276 6.4833
H 2.1756 -5.6748 9.0110
H 6.1574 -2.8330 7.8048
H 5.7637 -4.0028 11.1526
H 2.5642 -4.4964 5.6652
C -5.4346 7.0315 -8.3850
C -5.5084 8.0713 -9.2181
C -4.3017 8.8720 -9.5649
O -4.3972 9.8103 -10.3481
C -3.0239 8.4994 -8.9380
C -2.9509 7.4617 -8.1023
C -4.1521 6.6446 -7.7773
O -4.0500 5.6853 -7.0199
O -1.7538 7.1077 -7.5075
O -6.7109 8.4426 -9.7911
H -6.3034 6.4395 -8.1260
H -2.1582 9.1006 -9.1848
H -1.9608 6.3267 -6.9493
H -6.5027 9.2199 -10.3540

Record 2
2
Properties=species:S:1:pos:R:3 method="wB97M-V/def2-TZVPD" relative_energy_kj_mol=665.9 orbital_gap_ev=5.98 e_lumo_ev=-2.24 charge=0
C 1.1159 -0.1652 0.6034
C -1.1159 0.1652 -0.6034

Record 3
11
Properties=species:S:1:pos:R:3 method="wB97M-V/def2-TZVPD" smiles="FCC(=S)NC=S" relative_energy_kj_mol=164.6 orbital_gap_ev=7.43 e_lumo_ev=-1.13 charge=0
C 1.6335 0.2216 0.1320
C 0.1345 0.6548 0.0148
C -1.8608 -0.6271 0.1738
H 2.1277 0.4269 1.0210
H 2.0569 1.0076 -0.6137
H 0.0050 -1.1629 -0.5455
H -2.2366 -1.7108 0.1944
N -0.5572 -0.4292 -0.0574
F 1.6984 -1.1432 -0.1812
S 0.1264 2.3421 -0.0588
S -3.1277 0.4202 -0.0793

Record 4
11
Properties=species:S:1:pos:R:3 method="wB97M-V/def2-TZVPD" relative_energy_kj_mol=70.9 orbital_gap_ev="8.54 / 7.47" e_lumo_ev="0.95 / -3.00" spin_multiplicity=3 charge=0
C 1.1817 -0.7719 -0.1326
C 0.0765 0.1451 0.3339
C -1.1619 0.4840 -0.3997
O 1.4238 0.6487 -0.0350
O -2.0453 -0.5556 0.0745
Br -3.7992 0.0519 0.0208
H 1.8399 -1.3001 0.6000
H 1.1613 -1.2349 -1.0907
H 0.0427 0.1206 1.3915
H -1.0348 0.2419 -1.5189
H -1.5564 1.4869 -0.0495

We obtain max |F| values of 8.73; 4.64; 6.37; 4.91 eV/A for the records listed above, in that order.